{
  "formula": "C2H6N2O2S",
  "method": "ωB97M-V with the def2-TZVPD basis set",
  "lumo_ev": 0.59,
  "relative_energy_ev": 2.453,
  "energy_ha": -737.912921,
  "smiles": "CN(S)C(=O)NO",
  "orbital_gap_ev": 9.66,
  "elements": ["C", "N", "S", "C", "O", "N", "O", "H", "H", "H", "H", "H", "H"],
  "positions_angstrom": [[1.0796, -1.2176, -1.0969], [0.1415, -0.7459, -0.0882], [-0.6063, -1.8541, 0.9680], [-0.0521, 0.5980, 0.1536], [-0.6397, 1.1205, 1.0638], [0.5309, 1.4340, -0.8988], [-0.0732, 2.6521, -0.9548], [0.5818, -1.1146, -2.1148], [1.3440, -2.2759, -0.8077], [2.0682, -0.6020, -1.0952], [0.0742, -1.6296, 2.0941], [0.5811, 1.0576, -1.8332], [-0.1170, 2.9493, -0.0340]],
  "forces_ev_per_a": [[1.2, 0.1, -0.5], [0.1, 0.2, 1.1], [-0.3, -0.1, -0.4], [0.5, 0.9, -2.6], [0.1, -0.3, 0.3], [0.3, -2.3, 1.8], [-0.6, 1.7, -0.2], [0.9, -0.6, 1.0], [-0.4, 1.2, -0.8], [-1.7, -0.9, 0.1], [0.3, 0.1, 0.2], [-0.2, 0.0, 0.1], [0.0, -0.1, 0.0]]
}

{
  "formula": "H12O6",
  "method": "ωB97M-V with the def2-TZVPD basis set",
  "lumo_ev": [-4.00, -11.20],
  "total_charge": 1,
  "spin_multiplicity": 2,
  "relative_energy_ev": 1.396,
  "energy_ha": -458.220311,
  "orbital_gap_ev": [10.33, 3.12],
  "elements": ["O", "H", "H", "O", "H", "H", "O", "H", "H", "O", "H", "H", "O", "H", "H", "O", "H", "H"],
  "positions_angstrom": [[-2.5703, -1.6007, 0.0928], [-1.8896, -1.1710, -0.4476], [-2.9761, -2.2186, -0.5538], [2.6866, 1.6298, -0.4846], [2.0450, 0.9167, -0.5722], [2.2535, 2.2612, 0.0992], [-0.6198, 0.8145, 2.3781], [-1.0819, 0.9136, 3.2224], [-1.3285, 0.9426, 1.7315], [-0.2831, 2.6441, -1.8133], [-0.0763, 3.5257, -1.4898], [0.3821, 2.4661, -2.4820], [0.9656, -1.6134, 1.0470], [1.7094, -1.0483, 1.3049], [0.2629, -0.9682, 1.2289], [-0.2055, -2.0276, -1.3007], [0.4800, -1.8142, -0.5667], [0.1719, -2.8291, -1.7120]],
  "forces_ev_per_a": [[0.6, -0.7, -0.5], [0.2, 0.5, -0.3], [-0.3, 0.0, 0.3], [-0.1, -0.2, 0.1], [0.0, 0.2, -0.1], [0.0, 0.1, 0.0], [-0.4, -0.2, -0.4], [0.3, -0.1, 0.0], [0.2, 0.3, 0.2], [-0.1, -0.2, 0.2], [0.0, 0.1, 0.0], [0.1, 0.1, -0.1], [-0.3, 0.9, -0.7], [0.5, -0.5, -0.1], [-0.4, -0.2, 0.6], [0.3, 0.3, 0.5], [-0.3, 0.0, 0.5], [-0.3, -0.3, -0.1]]
}

{
  "formula": "C12H15B3F21O6Sn2",
  "method": "ωB97M-V with the def2-TZVPD basis set",
  "lumo_ev": -4.65,
  "total_charge": 1,
  "relative_energy_ev": 14.446,
  "energy_ha": -3517.900359,
  "orbital_gap_ev": 8.17,
  "elements": ["Sn", "Sn", "B", "F", "F", "F", "F", "B", "F", "F", "F", "F", "B", "F", "F", "F", "F", "C", "C", "O", "C", "O", "C", "F", "F", "F", "H", "H", "H", "H", "H", "C", "C", "O", "C", "O", "C", "F", "F", "F", "H", "H", "H", "H", "H", "C", "C", "O", "C", "O", "C", "F", "F", "F", "H", "H", "H", "H", "H"],
  "positions_angstrom": [[2.2393, 1.1451, 2.8260], [-1.4890, 2.0822, 0.9387], [0.8913, 3.3647, 1.2682], [0.1409, 3.7278, 0.2354], [1.8279, 2.4158, 0.9611], [1.5433, 4.4756, 1.7442], [0.0658, 2.9306, 2.1949], [0.3506, 0.4039, 0.9976], [1.4862, -0.2838, 1.0425], [0.1419, 0.9401, 2.2567], [0.4443, 1.5629, 0.1848], [-0.7468, -0.3063, 0.6069], [-0.4836, 2.1728, 4.0264], [-1.0761, 3.2042, 4.7008], [-1.1966, 2.0681, 2.8450], [0.8547, 2.5590, 3.8695], [-0.6042, 0.9324, 4.6213], [1.3252, -0.9662, -2.2703], [0.8365, 0.4519, -1.7912], [0.0137, 0.9362, -2.8686], [-1.2650, 1.1551, -2.7205], [-1.8725, 1.1809, -1.6528], [-1.9430, 1.3232, -4.0765], [-2.7995, 2.3191, -3.8860], [-1.0507, 1.6646, -5.0586], [-2.6832, 0.2714, -4.3836], [1.5654, -1.0176, -3.3322], [0.5748, -1.7510, -2.1742], [2.0851, -1.4614, -1.6657], [1.7199, 1.0869, -1.7241], [0.2629, 0.2951, -0.8776], [2.5733, -3.5893, 1.5206], [2.3652, -2.1357, 1.0820], [3.5241, -1.7279, 0.3559], [4.2519, -0.6639, 0.7902], [3.9159, 0.1135, 1.6942], [5.6506, -0.5201, 0.0848], [6.4969, 0.1025, 0.9197], [6.1981, -1.7254, -0.2518], [5.4477, 0.1878, -1.0251], [2.5408, -4.2715, 0.6711], [1.7215, -3.8532, 2.1474], [3.4703, -3.7621, 2.1152], [2.1017, -1.3830, 1.8250], [1.5507, -2.1093, 0.3581], [-5.2687, -0.9725, -2.4293], [-4.2878, -0.2987, -1.5651], [-3.9042, -1.1762, -0.5589], [-2.9547, -0.6653, 0.3483], [-2.6164, 0.5024, 0.4551], [-2.4279, -1.7602, 1.2680], [-1.1741, -2.0961, 0.8090], [-2.2638, -1.3157, 2.5021], [-3.3041, -2.8271, 1.2531], [-6.0599, -1.4333, -1.8379], [-4.7813, -1.8238, -2.9046], [-5.7156, -0.2829, -3.1454], [-4.7438, 0.5823, -1.1135], [-3.4661, 0.0212, -2.2057]],
  "forces_ev_per_a": [[1.8, 1.0, 2.1], [-4.6, 5.8, -3.6], [2.4, 6.2, 0.5], [-0.9, 1.5, -3.3], [7.1, 0.5, 2.6], [0.9, 0.2, 0.3], [5.2, 7.5, -5.9], [-1.0, -0.5, -1.3], [-0.8, 4.1, -1.8], [3.0, -6.2, -0.7], [-4.0, -3.5, -1.5], [4.7, 3.7, 0.0], [-2.1, 0.8, 4.6], [0.0, -0.2, 0.3], [-12.0, -3.4, 7.5], [2.7, -1.0, 3.4], [0.7, -0.1, 0.2], [-0.7, -0.4, 0.0], [0.8, -3.5, -1.5], [0.0, 0.2, -0.3], [0.8, -0.6, 1.8], [1.3, 0.4, -2.3], [0.2, 1.6, -0.4], [-0.2, 0.7, -0.5], [-1.4, -0.9, 1.1], [0.6, -0.7, -0.5], [0.5, 0.4, 0.1], [-0.9, 0.4, 0.0], [0.7, 0.8, -0.1], [-0.5, 0.3, 0.2], [0.5, -0.1, -2.6], [-0.4, 0.4, 0.2], [0.3, -3.6, 0.7], [2.7, 2.8, 0.4], [-1.2, -1.8, 0.4], [1.2, -1.3, -1.9], [0.5, -1.0, 0.1], [-0.8, -0.3, -0.8], [-0.9, 1.5, 0.5], [0.3, 0.0, 0.3], [0.2, 0.1, 0.0], [-0.1, 0.0, 0.1], [0.1, 0.2, -0.1], [1.5, -3.0, 1.0], [0.2, -0.4, 0.1], [-0.9, -1.4, -0.1], [-0.9, 2.2, -1.5], [4.2, 0.5, 3.8], [-3.7, -0.5, -2.2], [-5.6, -4.0, -0.5], [-0.1, -2.0, -0.2], [-3.0, -5.2, 0.9], [-0.3, -0.1, -0.1], [2.0, 1.6, 0.2], [-0.2, 0.2, 0.0], [-0.1, 0.1, -0.5], [0.2, -0.1, -0.1], [0.2, 0.2, 0.1], [-0.1, -0.2, 0.7]]
}

{
  "formula": "C30H40BBrClFN2O7PdSi",
  "method": "ωB97M-V with the def2-TZVPD basis set",
  "lumo_ev": -11.29,
  "total_charge": 2,
  "energy_ha": -5379.015631,
  "orbital_gap_ev": 2.42,
  "elements": ["C", "C", "C", "O", "C", "C", "C", "C", "C", "O", "Si", "C", "C", "C", "C", "C", "C", "C", "C", "C", "F", "C", "B", "N", "O", "C", "O", "C", "C", "Br", "C", "N", "C", "C", "C", "C", "C", "O", "O", "C", "Cl", "C", "C", "O", "H", "H", "H", "H", "H", "H", "H", "H", "H", "H", "H", "H", "H", "H", "H", "H", "H", "H", "H", "H", "H", "H", "H", "H", "H", "H", "H", "H", "H", "H", "H", "H", "H", "H", "H", "H", "H", "H", "H", "H", "Pd"],
  "positions_angstrom": [[4.7917, -0.5814, 2.1418], [4.1041, -0.6801, 3.4954], [2.6323, -1.0068, 3.3866], [2.5008, -2.3411, 2.9165], [1.1809, -2.8194, 2.8977], [0.1915, -1.9598, 2.1353], [0.5205, -1.5580, 0.8086], [1.7497, -1.9774, 0.1487], [1.8143, -3.5359, -0.1705], [1.6057, -3.6807, -1.5303], [0.2363, -4.5675, -2.0131], [-1.3369, -3.8074, -1.3095], [0.3570, -6.3178, -1.3510], [0.1973, -4.4673, -3.8738], [-0.3982, -0.6986, 0.1142], [-1.5487, -0.2420, 0.7059], [-1.8940, -0.6636, 2.0122], [-3.1634, -0.1869, 2.6119], [-3.2585, 1.3447, 2.8421], [-1.9373, 1.9897, 3.2066], [-2.1397, 3.3388, 3.3844], [-0.9987, -1.5553, 2.7076], [-1.4129, -2.0791, 4.1673], [-1.6180, -3.4795, 4.4188], [-1.5647, -1.1068, 5.1998], [-2.4130, 0.6638, -0.1347], [-3.6101, 0.5836, -0.1621], [-1.6328, 1.6216, -0.9851], [-2.0017, 2.9258, -1.2208], [-3.5529, 3.6534, -0.4724], [-1.1762, 3.7741, -2.0222], [-1.5033, 5.0976, -2.2122], [-0.0042, 3.2803, -2.6220], [0.8614, 4.1564, -3.4960], [0.1421, 4.9455, -4.6270], [0.1305, 6.4644, -4.4677], [0.7862, 7.1653, -5.6438], [1.2352, 6.6026, -6.5945], [0.8730, 8.5084, -5.5325], [0.3482, 1.9608, -2.3642], [1.7773, 1.2901, -3.0124], [-0.4569, 1.1334, -1.5539], [-0.1682, -0.2972, -1.3083], [0.1661, -1.0717, -2.1650], [5.8651, -0.4520, 2.2393], [4.4136, 0.2615, 1.5598], [4.6321, -1.4787, 1.5437], [4.5966, -1.4584, 4.0765], [4.2386, 0.2519, 4.0414], [2.1749, -0.9157, 4.3776], [2.1637, -0.2968, 2.6933], [1.2118, -3.7998, 2.4250], [0.8659, -2.9768, 3.9284], [2.5896, -1.7297, 0.8014], [1.9054, -1.4780, -0.7961], [2.7992, -3.8916, 0.1247], [1.0431, -4.0606, 0.3955], [-2.1416, -4.5091, -1.5319], [-1.3338, -3.7106, -0.2195], [-1.5828, -2.8462, -1.7511], [-0.0473, -7.0256, -2.0661], [1.3901, -6.5558, -1.1021], [-0.2038, -6.3711, -0.4174], [0.3175, -5.4658, -4.2894], [1.0121, -3.8446, -4.2331], [-0.7546, -4.0674, -4.2130], [-3.9695, -0.4813, 1.9330], [-3.3851, -0.6910, 3.5606], [-3.7298, 1.8479, 2.0085], [-3.9294, 1.4765, 3.6892], [-1.5704, 1.5804, 4.1486], [-1.1871, 1.8819, 2.4203], [-0.8404, -4.1155, 4.3126], [-2.0702, -3.6664, 5.3110], [-0.8317, -0.4871, 5.0737], [-2.4534, 5.3245, -1.9504], [-0.8442, 5.7532, -1.8078], [1.4167, 4.8265, -2.8341], [1.6040, 3.5289, -3.9672], [0.6612, 4.7170, -5.5515], [-0.8700, 4.5650, -4.7169], [0.6403, 6.7979, -3.5630], [-0.8952, 6.8265, -4.3827], [0.2836, 8.8206, -4.8366], [-3.5966, -1.9038, 5.1093]],
  "forces_ev_per_a": [[-0.2, 0.0, -0.3], [0.4, -0.2, -0.2], [0.4, 0.1, 0.4], [-0.1, 0.1, -0.4], [0.3, -0.1, 0.1], [-0.1, 0.2, -0.1], [0.0, -0.1, -0.3], [0.3, 0.6, 0.3], [-0.2, 0.0, -0.5], [-0.1, -0.3, 0.5], [-0.5, -0.1, -0.9], [0.2, 0.0, 0.3], [0.2, 0.8, 0.5], [0.2, -0.2, 0.5], [0.0, 0.0, 0.0], [-0.1, 0.1, 0.4], [0.0, -0.1, -0.6], [0.0, 0.5, -0.1], [-0.1, -0.3, 0.2], [-0.3, 0.1, -0.1], [0.0, 0.2, 0.0], [0.2, -0.3, 0.4], [-0.1, -0.2, 0.1], [0.1, 0.8, 0.5], [1.2, -0.8, -0.6], [0.0, -0.1, 0.0], [-0.1, 0.0, 0.1], [-0.1, 0.2, 0.1], [-0.6, -0.1, -0.1], [0.0, -0.1, 0.0], [-0.1, 0.6, -0.1], [-0.1, -0.6, 0.7], [0.6, -0.2, -0.1], [-0.2, 0.2, -0.1], [0.1, -0.3, 0.5], [-0.3, -0.1, 0.0], [0.2, 0.2, -0.1], [0.1, -0.1, 0.0], [-0.2, -0.2, -0.1], [-0.1, 0.1, -0.1], [0.1, 0.0, 0.0], [0.1, -0.2, 0.2], [-0.1, 0.0, -0.3], [0.1, -0.1, 0.0], [0.1, 0.0, 0.1], [0.0, 0.1, 0.0], [0.1, -0.1, 0.0], [-0.1, -0.1, 0.2], [-0.1, 0.1, 0.1], [-0.2, 0.0, 0.0], [-0.2, 0.0, 0.0], [0.1, -0.1, 0.1], [-0.2, 0.1, 0.2], [0.0, -0.4, 0.1], [0.0, 0.0, -0.1], [0.1, 0.0, 0.0], [0.1, -0.1, 0.2], [-0.1, -0.1, -0.1], [0.0, 0.0, 0.1], [0.0, 0.0, -0.1], [0.0, -0.2, 0.0], [0.1, -0.2, -0.2], [-0.1, -0.2, 0.0], [0.0, 0.0, -0.1], [0.0, 0.1, -0.1], [0.0, 0.1, -0.1], [-0.1, 0.0, 0.0], [0.1, -0.2, 0.0], [0.1, 0.1, -0.3], [-0.1, 0.1, 0.0], [0.2, 0.0, 0.0], [0.1, -0.1, 0.0], [-0.3, -0.4, -0.5], [0.4, -0.3, 0.1], [-0.5, 0.7, 0.4], [0.0, 0.1, 0.1], [0.2, 0.2, -0.6], [0.1, 0.1, 0.0], [0.2, -0.1, 0.1], [0.0, 0.0, -0.1], [-0.1, 0.0, -0.2], [0.1, 0.0, 0.1], [-0.1, 0.1, -0.1], [0.1, 0.1, 0.1], [-1.0, 0.1, 0.1]]
}